#A
Density functional theory data (the ωB97M-V functional and the def2-TZVPD basis) for one molecule with the formula C2H3NS2.

E_HOMO: -8.666 eV
total charge: 0
spin multiplicity: 1

XYZ file:
```
8
C2H3NS2 the ωB97M-V functional and the def2-TZVPD basis
S 2.574 -0.382 -0.177
C 1.459 0.523 0.649
N 0.178 0.800 0.186
C -0.788 0.166 -0.316
S -1.398 -1.429 0.157
H 1.712 1.091 1.473
H -1.405 0.459 -1.136
H -2.333 -1.228 -0.836
```

natural (NBO) population analysis, charges in e, atoms 1 to 2:
1 S -0.088
2 C -0.083


#B
Density functional theory data (the ωB97M-V functional and the def2-TZVPD basis) for a 2-piece molecular cluster, C2H3NS2 overall.

E_HOMO: -8.768 eV
total charge: 0
spin multiplicity: 1

XYZ file:
```
8
C2H3NS2 the ωB97M-V functional and the def2-TZVPD basis
C -1.958 -0.256 -0.067
C 2.092 0.377 0.127
H -2.135 -1.445 0.766
H -3.054 0.301 -0.221
H 1.803 1.453 0.339
N -0.775 0.429 -0.460
S 0.534 -0.585 -0.261
S 3.493 -0.275 -0.223
```

natural (NBO) population analysis, charges in e, atoms 1 to 2:
1 C -0.107
2 C -0.486


#C
Density functional theory data (the ωB97M-V functional and the def2-TZVPD basis) for a 2-piece molecular cluster, C2H3NS2 overall.

E_HOMO: -8.888 eV
total charge: 0
spin multiplicity: 1

XYZ file:
```
8
C2H3NS2 the ωB97M-V functional and the def2-TZVPD basis
N 1.336 -0.420 -2.078
C 1.569 0.027 -1.008
S 1.828 0.777 0.352
H 0.481 -0.288 -2.601
C -1.236 0.107 1.422
S -1.781 -0.473 0.042
H -1.086 1.041 1.709
H -1.112 -0.771 2.162
```

natural (NBO) population analysis, charges in e, atoms 1 to 2:
1 N -0.663
2 C 0.258


#B is the least stable structure shown above.